Record 1
Density functional theory data (ωB97M-V/def2-TZVPD) for C22H42IrNOP3S as an isolated structure in a non-equilibrium geometry.

The geometry in XYZ format:
```
71
Properties=species:S:1:pos:R:3:forces:R:3
Ir 0.180 0.153 0.553 -0.12 -1.46 1.10
P 1.867 1.017 1.879 0.04 -0.10 0.06
P -0.655 2.047 -0.319 0.06 0.98 -0.46
P 1.678 -0.450 -1.065 0.17 0.22 -0.11
H -1.607 -1.929 0.906 0.53 0.08 -0.35
C -0.552 -1.922 0.601 0.61 -0.48 0.70
C 0.452 -1.771 1.614 -0.49 -0.61 -0.42
H 0.139 -1.655 2.657 0.36 -0.01 -0.60
C 1.392 1.322 3.605 0.00 0.09 0.00
C 2.545 2.615 1.328 0.21 -0.09 0.23
C 3.315 -0.085 2.060 0.04 0.31 0.12
C -2.114 1.486 -1.237 -0.15 0.15 -0.33
C -1.269 3.302 0.837 -0.08 0.24 -0.10
C 0.295 3.031 -1.528 -0.27 0.19 -0.04
C 2.485 -2.070 -0.788 0.08 0.18 -0.14
C 3.049 0.654 -1.556 -0.03 -0.19 -0.07
C 0.809 -0.698 -2.633 0.11 -0.16 -0.07
H -0.320 -2.460 -0.327 -0.09 0.17 0.45
H 1.435 -2.233 1.491 -0.46 0.20 0.00
H 1.160 0.378 4.110 0.07 0.14 -0.09
H 0.507 1.965 3.642 0.20 -0.06 0.00
H 2.226 1.816 4.121 -0.18 -0.11 -0.03
H 1.756 3.366 1.220 0.15 -0.16 0.11
H 3.072 2.514 0.374 -0.10 0.04 0.25
H 3.253 2.947 2.100 -0.07 0.10 -0.26
H 2.997 -1.074 2.406 0.08 0.26 0.02
H 3.978 0.363 2.812 -0.02 -0.18 -0.18
H 3.870 -0.202 1.123 -0.10 0.10 0.25
H -2.572 2.327 -1.770 -0.07 -0.10 0.07
H -2.852 1.008 -0.586 0.12 0.17 0.03
H -1.754 0.740 -1.947 -0.04 0.22 0.33
H -1.516 4.210 0.269 0.03 -0.18 0.24
H -0.499 3.539 1.580 -0.18 0.02 -0.11
H -2.165 2.940 1.353 0.25 0.10 -0.10
H -0.334 3.874 -1.845 0.25 -0.15 0.01
H 0.572 2.454 -2.418 -0.07 0.05 0.23
H 1.203 3.429 -1.061 -0.21 -0.06 -0.12
H 3.073 -2.318 -1.681 -0.08 0.04 0.21
H 1.747 -2.861 -0.620 0.16 0.16 -0.06
H 3.157 -2.022 0.075 -0.11 -0.06 -0.23
H 3.508 0.224 -2.458 -0.02 0.14 0.22
H 3.813 0.726 -0.775 -0.15 0.00 -0.23
H 2.672 1.655 -1.797 0.10 -0.25 0.08
H 1.458 -1.252 -3.321 0.02 0.09 0.09
H 0.533 0.248 -3.110 0.13 -0.17 0.25
H -0.103 -1.272 -2.443 0.30 0.14 0.06
C -1.871 -1.079 -4.804 -0.65 1.63 1.66
C -2.969 -0.960 -5.687 -0.90 -1.35 -1.04
C -3.368 -2.114 -6.371 -0.07 1.80 0.40
C -2.686 -3.330 -6.167 -0.23 -0.41 -0.12
C -1.491 -3.356 -5.439 1.42 0.95 0.92
C -1.017 -2.191 -4.832 0.36 -1.96 -0.48
O -1.719 -0.201 -3.761 -0.87 -1.10 -2.02
H -2.556 0.296 -3.617 0.52 -0.09 -0.45
H -3.513 -0.021 -5.788 0.09 -0.24 0.09
H -4.224 -2.078 -7.042 0.14 0.00 0.20
H -3.088 -4.255 -6.577 0.11 0.24 -0.05
H -0.911 -4.274 -5.319 -0.27 0.28 -0.22
H -0.061 -2.167 -4.312 -0.53 -0.15 -0.15
S -1.964 0.296 2.280 0.64 0.56 0.97
C -1.658 -0.015 3.921 -1.06 0.86 -1.93
N -1.436 -1.323 4.297 0.75 -2.27 0.69
C -1.081 -1.691 5.563 -0.09 0.10 -0.70
C -1.002 -0.724 6.542 0.29 -0.71 0.57
C -1.326 0.606 6.235 -0.18 1.56 -0.09
C -1.671 0.953 4.934 0.16 0.45 1.02
H -1.490 -2.034 3.572 -0.21 0.17 0.42
H -0.867 -2.748 5.709 -0.10 0.29 0.11
H -0.687 -1.001 7.556 -0.21 0.06 -0.53
H -1.297 1.368 7.026 -0.12 -0.42 -0.48
H -1.930 1.973 4.649 0.05 -0.27 0.22
```
Positions in Å, forces in eV/Å.

Summary:
HOMO (alpha / beta) (eV): -13.0 / -16.9
Strongest force on any atom (eV/Å): 2.49
Energy (eV): -68546.7532
Molecular weight (u): 653.8
Spin multiplicity: 5
Charge: +3

Löwdin population analysis, charges in e, atoms 1 to 2: 0.603, 0.664



Record 2
Density functional theory data (ωB97M-V/def2-TZVPD) for C22H42NOP3SY as an isolated structure in a non-equilibrium geometry.

The geometry in XYZ format:
```
71
Properties=species:S:1:pos:R:3:forces:R:3
Y -1.052 1.160 -0.745 2.96 -7.71 2.23
P 2.005 -1.070 1.410 1.43 -0.54 -0.47
P 1.283 2.780 -0.317 1.26 1.24 0.22
P -1.616 -2.193 -0.208 0.49 -0.90 -0.35
H -0.555 2.962 -2.932 0.10 -0.52 0.71
C -1.457 2.560 -2.451 -2.15 4.33 -0.89
C -2.073 3.102 -1.334 -0.43 2.49 -3.54
H -1.659 3.892 -0.682 0.17 -0.49 -0.40
C 3.421 -2.076 0.899 0.23 -0.14 -0.14
C 2.544 0.387 2.297 0.01 0.31 -0.26
C 0.854 -1.884 2.527 -0.77 -0.25 0.09
C 1.333 4.322 -1.326 -0.49 -0.12 -0.23
C 1.493 3.565 1.335 -0.22 -0.15 0.14
C 2.985 2.182 -0.705 -0.03 -0.68 -0.33
C -2.868 -2.763 -1.423 -0.30 0.57 -0.19
C -2.192 -3.167 1.258 -0.29 0.37 0.38
C -0.217 -3.294 -0.725 0.22 0.31 -0.16
H -2.041 1.909 -3.096 -0.06 -0.46 -0.04
H -3.151 2.961 -1.213 0.17 -0.62 0.37
H 4.138 -2.299 1.696 -0.26 0.13 0.06
H 3.955 -1.531 0.095 -0.31 -0.20 0.40
H 3.075 -3.031 0.478 -0.02 0.26 0.07
H 3.348 0.160 3.000 -0.07 -0.10 -0.07
H 1.691 0.799 2.841 0.12 0.01 -0.02
H 2.891 1.110 1.558 0.08 -0.07 0.43
H 1.354 -2.605 3.194 0.16 0.23 -0.47
H 0.053 -2.403 1.991 0.29 0.06 0.14
H 0.392 -1.132 3.185 0.15 -0.07 -0.35
H 2.365 4.691 -1.309 -0.36 0.10 0.10
H 0.647 5.063 -0.899 0.19 -0.06 -0.19
H 1.056 4.135 -2.368 0.17 0.11 0.16
H 2.515 3.956 1.449 -0.33 -0.07 -0.07
H 1.288 2.839 2.129 0.14 0.32 -0.08
H 0.780 4.397 1.417 0.20 -0.20 0.09
H 3.510 2.946 -1.295 -0.19 -0.29 0.20
H 2.916 1.267 -1.309 0.17 0.19 0.07
H 3.587 1.980 0.189 -0.16 0.17 -0.30
H -3.443 -3.606 -1.033 0.16 0.09 -0.14
H -2.402 -3.024 -2.374 -0.02 0.04 0.12
H -3.547 -1.926 -1.599 -0.25 -0.23 -0.15
H -3.098 -3.722 0.973 0.36 0.15 0.32
H -2.450 -2.473 2.073 0.02 -0.40 -0.08
H -1.431 -3.882 1.606 -0.31 0.24 -0.11
H -0.621 -4.212 -1.176 0.21 0.24 0.23
H 0.426 -3.564 0.124 -0.18 -0.03 -0.15
H 0.399 -2.769 -1.465 -0.15 -0.17 -0.01
C -0.061 -0.706 -3.423 0.02 -0.83 -1.57
C 0.991 -1.007 -4.344 -0.45 -0.11 0.97
C 0.713 -1.597 -5.570 -0.15 0.26 -0.38
C -0.606 -1.735 -6.019 -0.01 -0.23 0.07
C -1.644 -1.400 -5.149 -0.03 -0.12 -0.24
C -1.397 -0.949 -3.859 1.09 0.58 0.49
O 0.249 -0.267 -2.191 -1.53 2.46 1.79
H 1.632 -0.684 0.073 -0.83 -0.10 0.93
H 2.022 -0.812 -4.020 -0.43 -0.20 -0.17
H 1.523 -1.935 -6.223 -0.18 0.31 0.26
H -0.815 -2.131 -7.028 0.10 0.26 0.73
H -2.676 -1.513 -5.456 0.04 -0.07 -0.10
H -2.239 -0.783 -3.174 0.21 0.03 -0.14
S -2.739 1.009 1.412 0.02 0.32 -0.15
C -2.028 0.948 2.983 -0.39 -1.12 0.49
N -2.427 -0.091 3.804 0.85 0.75 0.44
C -1.916 -0.293 5.061 0.10 0.18 -0.63
C -0.935 0.552 5.552 -0.21 -0.22 -0.05
C -0.518 1.629 4.750 -0.27 -0.22 0.11
C -1.087 1.829 3.495 0.49 0.19 0.24
H -3.127 -0.736 3.446 0.02 0.15 0.04
H -2.282 -1.175 5.586 -0.01 0.35 -0.05
H -0.510 0.378 6.545 -0.23 0.07 -0.44
H 0.252 2.299 5.134 -0.27 -0.07 -0.17
H -0.802 2.672 2.874 -0.05 -0.07 0.18
```
Positions in Å, forces in eV/Å.

Summary:
HOMO (alpha / beta) (eV): -14.7 / -14.7
Strongest force on any atom (eV/Å): 8.55
Energy (eV): -66751.6298
Molecular weight (u): 550.5
Spin multiplicity: 1
Charge: +3

Löwdin population analysis, charges in e, atoms 1 to 2: 1.167, 0.917